68
Properties=species:S:1:pos:R:3:forces:R:3 method="wB97M-V/def2-TZVPD" total_energy_ha=-2207.3169 largest_force_ev_per_a=9.2 homo_energy_ev=-9.02 gap_ev=9.200
C 0.265 -2.138 -4.707 -1.5 0.0 0.1
C -1.325 -2.020 -4.202 0.5 -0.5 -0.3
C -1.489 -0.618 -3.361 1.8 -0.7 -0.1
Cl -2.967 0.333 -3.930 1.1 -0.9 0.6
C -1.395 -0.925 -1.765 0.5 -0.8 1.6
C -0.319 -0.058 -0.828 -1.1 -0.1 -1.1
C -0.872 -0.429 0.702 -1.0 2.4 -1.4
S 0.567 -1.239 1.605 -0.7 1.0 0.6
O -2.089 -1.287 0.520 0.0 1.9 -1.9
C -2.677 -0.803 -0.773 -4.3 1.3 0.0
O -3.929 -0.370 -0.900 8.6 -3.2 1.0
H 0.360 -1.450 -5.668 0.2 -1.5 2.1
H 0.930 -1.761 -3.803 -1.1 -0.9 -2.1
H 0.445 -3.288 -4.953 -0.1 2.7 0.4
H -1.502 -2.960 -3.523 0.1 2.0 -1.1
H -2.082 -2.114 -5.117 1.8 0.5 2.1
H -0.534 0.043 -3.641 -2.3 -1.2 0.6
H -1.011 -2.033 -1.543 -1.2 2.2 -1.0
H 0.824 -0.397 -0.893 -2.8 0.9 -0.2
H -0.530 1.039 -1.231 0.9 -2.0 1.5
H -1.370 0.540 1.170 1.8 -2.0 -0.4
H 1.055 -0.220 2.469 -1.1 -1.0 -1.2
C -1.816 3.508 -3.015 0.5 -0.1 0.3
O -0.766 3.335 -3.956 -0.7 0.2 -0.4
C -1.210 3.295 -5.316 0.6 0.1 0.0
C -0.463 4.303 -6.205 0.0 -0.1 0.1
O -0.656 5.690 -5.912 0.2 -0.2 0.3
C -0.216 6.171 -4.638 0.0 0.1 0.0
C 1.292 6.088 -4.343 -0.7 -0.3 0.2
O 1.757 4.744 -4.285 0.2 0.5 -0.7
C 2.869 4.485 -5.129 -0.1 -0.7 0.6
H -2.128 2.533 -2.635 -0.3 0.1 0.0
H -1.421 4.096 -2.182 0.0 0.0 0.0
H -2.672 4.047 -3.429 0.0 -0.1 -0.1
H -2.290 3.456 -5.401 0.0 0.1 0.2
H -0.998 2.283 -5.685 -0.1 0.1 -0.2
H -0.829 4.166 -7.225 -0.2 0.1 0.0
H 0.602 4.077 -6.254 0.0 -0.1 0.3
H -0.807 5.715 -3.844 0.2 -0.2 0.1
H -0.489 7.233 -4.619 0.1 -0.1 -0.2
H 1.466 6.525 -3.355 -0.1 0.2 0.0
H 1.843 6.686 -5.075 0.0 -0.1 -0.1
H 2.915 5.143 -5.993 0.0 0.2 -0.1
H 2.778 3.452 -5.493 0.0 0.2 0.1
H 3.793 4.552 -4.544 0.1 0.1 -0.2
C 2.515 -2.508 4.805 -0.2 0.2 0.5
O 1.309 -2.442 5.552 0.1 -0.6 -0.7
C 0.185 -3.024 4.886 -0.2 0.0 0.6
C -0.534 -4.069 5.757 0.1 0.1 0.0
O 0.204 -5.247 6.094 0.1 0.3 0.1
C 1.384 -5.091 6.888 0.0 -0.1 0.0
C 1.201 -4.529 8.309 0.3 0.2 -0.7
O 0.718 -3.189 8.300 -0.5 -0.6 0.3
C -0.443 -2.994 9.093 0.3 0.8 -0.2
H 2.656 -1.574 4.259 0.1 0.0 -0.2
H 3.338 -2.624 5.515 0.0 0.1 -0.1
H 2.543 -3.360 4.119 -0.1 0.0 0.0
H 0.461 -3.471 3.926 0.1 0.0 0.1
H -0.516 -2.205 4.679 -0.1 -0.3 -0.1
H -1.401 -4.418 5.191 0.1 -0.1 -0.1
H -0.948 -3.618 6.659 0.2 0.2 0.0
H 2.138 -4.536 6.329 -0.1 0.2 0.2
H 1.798 -6.101 6.993 -0.2 0.0 0.0
H 2.183 -4.507 8.791 0.1 -0.3 0.0
H 0.558 -5.197 8.888 -0.1 0.1 0.0
H -1.045 -3.893 9.202 0.0 -0.2 0.0
H -1.059 -2.230 8.599 0.1 -0.1 0.1
H -0.151 -2.604 10.075 -0.2 -0.2 0.0